This record from the OMol25 dataset describes a cluster of 7 separate species, C13H40O7 in total. The level of theory is the ωB97M-V functional and the def2-TZVPD basis.

```
! RIJCOSX wB97M-V def2-TZVPD def2/J DEFGRID3
* xyz 0 1
C 4.43654 -1.00713 5.85879
C 5.53093 -1.89972 5.39475
O 5.56880 -1.89615 3.94813
H 4.47135 -0.03383 5.36931
H 4.44277 -0.80714 6.93027
H 3.44068 -1.40324 5.66014
H 5.49815 -2.93325 5.73950
H 6.43974 -1.52341 5.86437
H 6.48406 -1.99986 3.67767
C -3.39670 -2.22440 -7.10810
C -2.10352 -2.82958 -6.48293
O -1.01295 -1.94826 -6.04895
H -4.12782 -2.99745 -7.34465
H -3.13455 -1.66846 -8.00828
H -3.87037 -1.65783 -6.30639
H -1.61445 -3.51962 -7.17051
H -2.46849 -3.40829 -5.63440
H -0.81832 -1.37196 -6.79165
C 0.52434 4.87586 4.27654
C 1.03331 3.74232 3.46557
O 0.31256 2.61249 3.77217
H -0.52363 5.08103 4.05795
H 1.02432 5.79636 3.97520
H 0.67986 4.69406 5.33995
H 2.02135 3.41913 3.79335
H 0.97401 3.89206 2.38754
H 0.62697 1.88982 3.22399
C -1.19749 7.35782 -4.09538
C -1.46947 5.92418 -3.53659
O -0.33558 5.20076 -3.30226
H -0.93486 7.45852 -5.14846
H -0.44479 7.84355 -3.47439
H -2.05022 8.03595 -4.06234
H -2.11667 5.38521 -4.22850
H -1.95263 5.93656 -2.55961
H -0.74568 4.33284 -3.29071
C -4.91088 0.77264 -1.26908
C -3.52067 0.11633 -1.35020
O -2.79798 0.77696 -2.38979
H -4.90231 1.81727 -0.95802
H -5.50248 0.23617 -0.52725
H -5.36898 0.79664 -2.25785
H -3.43211 -0.94519 -1.58135
H -3.07996 0.37653 -0.38783
H -2.42889 0.08397 -2.94218
C 1.22340 -5.31334 3.55557
C 0.31707 -6.28999 2.72728
O -0.32790 -7.25730 3.48244
H 0.80782 -4.51131 4.16560
H 1.91215 -4.81104 2.87628
H 1.83968 -5.99582 4.14083
H 0.97808 -6.77781 2.01090
H -0.42530 -5.63310 2.27398
H -1.12969 -6.90309 3.87394
C 1.73106 -1.52691 -0.94806
O 2.27567 -0.94282 0.22675
H 1.75895 -0.76653 -1.72854
H 2.20016 -2.48330 -1.17909
H 0.69712 -1.63716 -0.62109
H 2.89473 -1.53101 0.66540
*
```

LUMO energy   0.4 eV
HOMO level   -9.797 eV